Here is a 9-piece molecular cluster, C46H107F3N6O4 overall at a distorted geometry from the Open Molecules 2025 dataset. Energies are from wB97M-V/def2-TZVPD.

CARTESIAN COORDINATES (ANGSTROEM)
C -0.97 -2.61 -3.65
C 0.52 -2.55 -3.26
N 1.27 -3.57 -4.01
C 1.09 -3.60 -5.53
C 1.15 -2.38 -6.40
C 2.63 -3.62 -3.58
C 3.45 -2.35 -3.89
H -1.02 -2.34 -4.70
H -1.59 -1.79 -3.28
H -1.46 -3.58 -3.50
H 0.88 -1.57 -3.56
H 0.74 -2.55 -2.19
H 1.75 -4.36 -5.95
H 0.15 -4.09 -5.81
H 0.78 -2.41 -7.43
H 0.63 -1.57 -5.88
H 2.20 -2.11 -6.54
H 3.05 -4.38 -4.24
H 2.64 -3.91 -2.53
H 2.82 -1.46 -3.93
H 3.89 -2.46 -4.88
H 4.29 -2.24 -3.20
C 2.50 1.85 4.20
C 3.26 3.15 4.05
N 2.55 4.00 3.00
C 2.99 5.38 3.20
C 2.76 6.01 4.59
C 3.01 3.54 1.68
C 2.02 3.85 0.57
H 1.53 2.02 4.65
H 3.04 1.15 4.85
H 2.25 1.36 3.26
H 3.17 3.55 5.06
H 4.31 2.89 3.90
H 4.07 5.43 3.04
H 2.41 5.91 2.44
H 3.62 5.79 5.22
H 2.64 7.10 4.57
H 1.90 5.62 5.14
H 3.22 2.48 1.78
H 4.00 3.95 1.47
H 1.00 3.57 0.83
H 2.29 3.33 -0.35
H 2.11 4.90 0.31
C -1.83 -2.30 7.56
C -1.28 -3.33 6.54
N -1.43 -2.73 5.24
C -0.09 -2.60 4.59
C 0.55 -1.33 5.12
C -2.45 -3.39 4.38
C -3.81 -3.25 4.94
H -1.13 -1.46 7.55
H -1.83 -2.73 8.57
H -2.80 -1.90 7.29
H -0.28 -3.57 6.90
H -1.90 -4.22 6.66
H 0.54 -3.46 4.85
H -0.15 -2.46 3.51
H -0.10 -0.49 4.88
H 0.75 -1.37 6.19
H 1.50 -1.10 4.62
H -2.23 -4.44 4.21
H -2.32 -2.98 3.37
H -4.08 -2.20 4.84
H -3.99 -3.57 5.96
H -4.40 -3.78 4.19
C -1.24 -2.28 0.12
C -1.95 -0.98 0.33
N -1.15 0.22 -0.05
C 0.13 0.48 0.74
C 1.33 -0.06 -0.11
C -1.90 1.47 -0.11
C -1.32 2.58 -1.06
H -0.29 -2.25 0.65
H -0.99 -2.45 -0.92
H -1.79 -3.20 0.36
H -2.88 -0.95 -0.25
H -2.28 -0.71 1.33
H 0.10 -0.11 1.66
H 0.25 1.53 1.00
H 1.59 -1.09 0.11
H 2.27 0.44 0.15
H 1.33 0.24 -1.16
H -2.92 1.22 -0.39
H -2.19 1.89 0.85
H -0.92 2.08 -1.94
H -2.17 3.12 -1.48
H -0.59 3.24 -0.58
C 7.46 -1.49 -3.28
C 8.34 -0.63 -2.37
N 7.59 0.12 -1.34
C 8.38 1.20 -0.78
C 9.54 0.76 0.13
C 6.74 -0.70 -0.48
C 5.55 0.03 0.03
H 6.44 -1.19 -3.50
H 7.25 -2.40 -2.73
H 8.06 -1.83 -4.13
H 9.18 -1.17 -1.94
H 8.65 0.23 -2.96
H 8.69 1.86 -1.59
H 7.69 1.83 -0.22
H 9.39 -0.10 0.79
H 10.43 0.55 -0.46
H 9.85 1.62 0.72
H 7.30 -0.95 0.43
H 6.38 -1.61 -0.94
H 4.85 -0.67 0.50
H 5.02 0.47 -0.82
H 5.76 0.83 0.73
C -4.59 5.53 -1.65
C -5.92 4.84 -2.03
N -5.78 3.38 -2.34
C -6.88 2.36 -2.23
C -7.55 2.28 -0.89
C -5.04 3.27 -3.59
C -4.69 1.84 -4.06
H -4.17 4.98 -0.81
H -4.63 6.55 -1.28
H -3.87 5.64 -2.46
H -6.54 4.86 -1.13
H -6.50 5.36 -2.79
H -7.62 2.55 -3.01
H -6.33 1.43 -2.42
H -8.27 3.10 -0.91
H -8.04 1.31 -0.80
H -6.75 2.41 -0.17
H -4.07 3.78 -3.62
H -5.66 3.74 -4.35
H -4.29 1.86 -5.07
H -5.47 1.11 -4.27
H -4.01 1.29 -3.40
C -2.29 -6.53 -2.03
C -2.85 -7.27 -0.77
O -4.12 -6.80 -0.34
C -4.14 -5.70 0.49
O -3.15 -5.21 0.94
C -5.53 -5.08 0.87
F -5.60 -5.11 2.15
F -5.57 -3.77 0.49
F -6.50 -5.69 0.27
H -2.69 -7.10 -2.87
H -1.21 -6.69 -2.06
H -2.47 -5.46 -1.97
H -2.15 -7.19 0.06
H -2.85 -8.35 -0.92
C 0.78 1.43 -4.38
C 0.61 2.61 -5.30
O 0.80 2.49 -6.49
C 0.36 3.98 -4.67
H 1.22 0.64 -5.00
H -0.21 1.06 -4.10
H 1.44 1.69 -3.56
H -0.48 4.45 -5.19
H 1.27 4.57 -4.83
H 0.11 3.85 -3.62
C -3.62 3.03 3.56
C -3.60 1.90 4.54
O -3.87 2.08 5.69
C -3.46 0.49 3.99
H -4.22 2.62 2.74
H -2.61 3.17 3.19
H -4.05 3.92 4.01
H -4.09 0.43 3.10
H -3.95 -0.10 4.76
H -2.39 0.30 3.98

Calculated values
Kohn-Sham gap: 8.562 eV
multiplicity: 1
SMILES: CCOC(=O)C(F)(F)F.CCN(CC)CC.CCN(CC)CC.CCN(CC)CC.CCN(CC)CC.CCN(CC)CC.CCN(CC)CC.CC(C)=O.CC(C)=O

Löwdin atomic charge list, values in e, 5 entries: number 1, C, carries -0.08; number 2, C, carries -0.24; number 3, N, carries -0.17; number 4, C, carries -0.23; number 5, C, carries -0.10


Here is a 10-piece molecular cluster, C46H107N5O10 overall at a distorted geometry from the Open Molecules 2025 dataset. Energies are from wB97M-V/def2-TZVPD.

CARTESIAN COORDINATES (ANGSTROEM)
C 7.57 0.15 9.89
O 7.90 -1.19 9.54
H 6.80 0.22 10.66
H 8.37 0.77 10.28
H 7.20 0.71 9.03
H 8.02 -1.73 10.33
O 4.72 6.60 0.24
H 4.85 7.37 0.79
H 3.83 6.70 -0.11
O 9.00 3.86 0.26
H 8.08 3.64 0.18
H 9.22 3.70 1.18
O 2.85 -7.37 8.19
H 3.75 -7.69 8.18
H 2.43 -7.78 7.43
O 2.33 -0.58 7.99
H 2.33 -0.77 7.05
H 3.00 -1.16 8.35
C -5.81 -3.01 -2.13
C -5.81 -3.45 -3.55
C -4.49 -3.05 -4.29
C -3.32 -3.91 -3.76
C -3.63 -5.36 -4.05
C -4.95 -5.88 -3.46
N -6.08 -4.90 -3.57
O -7.30 -5.26 -2.93
C -5.36 -7.01 -4.38
C -4.77 -6.42 -2.00
C -6.94 -2.65 -4.23
H -5.17 -3.60 -1.48
H -6.75 -2.83 -1.60
H -5.49 -1.97 -2.19
H -4.62 -2.97 -5.37
H -4.24 -2.08 -3.85
H -3.19 -3.78 -2.69
H -2.34 -3.58 -4.11
H -2.88 -6.09 -3.73
H -3.63 -5.55 -5.12
H -5.56 -6.58 -5.36
H -4.62 -7.81 -4.34
H -6.19 -7.48 -3.87
H -5.53 -7.11 -1.61
H -3.79 -6.86 -1.80
H -4.86 -5.61 -1.28
H -6.50 -1.66 -4.41
H -7.87 -2.53 -3.68
H -7.06 -3.08 -5.23
H -7.83 -5.54 -3.69
C 9.85 -7.98 -4.09
C 9.07 -8.17 -2.80
C 10.18 -8.11 -1.64
C 9.59 -8.05 -0.26
C 8.90 -6.76 -0.09
C 7.81 -6.43 -1.14
N 8.18 -6.98 -2.51
O 7.24 -6.73 -3.51
C 6.51 -7.15 -0.67
C 7.60 -4.90 -1.01
C 8.42 -9.57 -2.81
H 10.58 -7.19 -3.93
H 9.25 -7.62 -4.93
H 10.43 -8.88 -4.27
H 10.88 -8.94 -1.77
H 10.71 -7.17 -1.81
H 10.41 -8.17 0.45
H 8.89 -8.88 -0.15
H 9.59 -5.96 0.15
H 8.35 -6.84 0.85
H 6.24 -6.86 0.34
H 5.71 -7.11 -1.41
H 6.67 -8.22 -0.64
H 6.91 -4.74 -0.18
H 8.59 -4.44 -1.01
H 7.15 -4.38 -1.85
H 7.78 -9.72 -3.68
H 7.81 -9.68 -1.91
H 9.14 -10.38 -2.77
H 7.42 -5.87 -3.90
C -4.42 6.24 -6.62
C -5.17 5.04 -6.16
C -6.36 5.59 -5.42
C -7.60 6.14 -6.28
C -7.99 5.14 -7.36
C -6.82 4.61 -8.26
N -5.74 4.19 -7.33
O -4.79 3.43 -7.95
C -7.36 3.41 -9.07
C -6.36 5.84 -9.15
C -4.36 4.35 -5.13
H -4.98 7.03 -7.12
H -3.47 6.01 -7.09
H -4.11 6.77 -5.71
H -6.87 4.77 -4.91
H -6.16 6.32 -4.63
H -7.15 6.97 -6.83
H -8.53 6.38 -5.77
H -8.79 5.55 -7.98
H -8.58 4.28 -7.03
H -7.71 2.70 -8.32
H -8.27 3.63 -9.63
H -6.68 2.98 -9.81
H -5.33 6.04 -9.44
H -6.86 5.90 -10.12
H -6.62 6.81 -8.72
H -4.70 3.33 -4.90
H -4.22 4.93 -4.22
H -3.37 4.24 -5.56
H -5.14 2.55 -7.85
C 3.01 0.36 1.22
C 2.20 0.48 2.50
C 1.01 1.32 2.15
C -0.08 0.59 1.35
C -0.60 -0.57 2.18
C 0.48 -1.55 2.63
N 1.76 -0.85 3.04
O 2.79 -1.71 3.60
C -0.11 -2.33 3.85
C 0.73 -2.47 1.47
C 2.99 1.18 3.67
H 3.25 1.23 0.60
H 3.97 -0.04 1.55
H 2.71 -0.40 0.50
H 0.58 1.71 3.08
H 1.24 2.23 1.60
H -0.85 1.33 1.15
H 0.38 0.28 0.41
H -1.22 -1.12 1.47
H -1.21 -0.14 2.98
H -1.05 -2.70 3.43
H -0.24 -1.64 4.68
H 0.55 -3.14 4.15
H -0.05 -3.21 1.33
H 1.58 -3.12 1.71
H 1.13 -1.94 0.60
H 2.34 1.52 4.48
H 3.85 0.64 4.05
H 3.35 2.18 3.43
H 3.21 -1.95 2.77
C -0.49 8.76 7.42
C -0.58 7.52 6.49
C -0.64 6.25 7.31
C -2.00 5.87 7.99
C -2.91 5.77 6.78
C -3.00 7.02 5.83
N -1.73 7.73 5.60
O -1.73 8.75 4.71
C -3.44 6.44 4.37
C -4.09 8.07 6.38
C 0.77 7.56 5.69
H -0.09 9.63 6.90
H -0.10 8.61 8.43
H -1.50 9.09 7.67
H -0.30 5.33 6.84
H 0.11 6.22 8.09
H -2.38 6.59 8.72
H -1.86 4.87 8.38
H -3.90 5.49 7.14
H -2.58 4.89 6.23
H -2.63 5.84 3.96
H -4.44 6.00 4.45
H -3.52 7.25 3.65
H -5.03 7.57 6.61
H -3.62 8.59 7.21
H -4.31 8.86 5.66
H 0.59 6.94 4.81
H 1.64 7.12 6.17
H 1.02 8.56 5.34
H -1.93 9.55 5.20

Calculated values
Kohn-Sham gap: 7.997 eV
ΔE to the lowest compared entry with this formula, charge and spin: 291.3 kJ/mol
multiplicity: 1
SMILES: CC1(C)CCCC(C)(C)N1O.CC1(C)CCCC(C)(C)N1O.CC1(C)CCCC(C)(C)N1O.CC1(C)CCCC(C)(C)N1O.CC1(C)CCCC(C)(C)N1O.CO.O.O.O.O

Löwdin atomic charge list, values in e, 5 entries: number 1, C, carries -0.18; number 2, O, carries -0.11; number 3, H, carries 0.07; number 4, H, carries 0.07; number 5, H, carries 0.08